{
  "formula": "C28H26F6N10O3PRe",
  "method": "ωB97M-V/def2-TZVPD",
  "symbols": ["Re", "C", "N", "C", "N", "C", "N", "C", "C", "C", "C", "C", "C", "C", "N", "N", "C", "O", "C", "C", "C", "C", "C", "C", "N", "C", "N", "C", "N", "C", "H", "H", "H", "H", "H", "H", "H", "H", "H", "H", "H", "H", "H", "H", "H", "H", "N", "N", "H", "H", "H", "H", "O", "C", "O", "H", "F", "P", "F", "F", "F", "F", "F", "C", "C", "C", "C", "C", "C", "C", "H", "H", "H", "H", "H"],
  "coordinates": [[-1.2845, -0.2153, -2.2878], [-1.2291, 0.4340, 4.2227], [-1.4857, 0.7020, 2.7693], [-1.7784, -0.2164, 1.8452], [-1.9974, 0.4810, 0.7051], [-1.7843, 1.8128, 1.0108], [-1.4602, 1.9545, 2.2625], [0.0943, 0.9966, 4.6855], [0.2134, 1.7695, 5.8366], [1.4508, 2.2603, 6.2214], [2.5643, 2.0188, 5.4330], [2.4625, 1.2483, 4.2754], [1.2277, 0.7356, 3.9199], [3.6142, 0.9494, 3.4421], [4.8030, 1.4484, 3.3898], [5.4713, 0.7738, 2.2970], [4.6001, -0.0683, 1.8425], [3.4181, 0.0002, 2.4856], [4.6670, -0.9640, 0.7043], [5.7094, -0.8762, -0.2251], [5.7258, -1.7124, -1.3297], [4.7166, -2.6729, -1.5137], [3.6847, -2.7741, -0.5989], [2.5739, -3.7892, -0.7306], [1.2549, -3.0914, -0.8078], [1.0200, -1.8299, -1.0804], [-0.3233, -1.6485, -1.1221], [-0.8301, -2.9211, -0.8656], [0.0964, -3.8084, -0.6725], [3.6828, -1.9190, 0.5168], [-1.2658, -0.6572, 4.3117], [-2.0860, 0.8419, 4.7597], [-1.8366, -1.2739, 2.0197], [-1.8769, 2.6099, 0.2820], [-0.6845, 2.0168, 6.3930], [1.5342, 2.8964, 7.1055], [3.5281, 2.4233, 5.7090], [1.1503, 0.1389, 3.0325], [6.4773, -0.1260, -0.0687], [6.5111, -1.6388, -2.0643], [4.7520, -3.3111, -2.3923], [2.4749, -4.4699, 0.1328], [2.6366, -4.4171, -1.6316], [1.8153, -1.1149, -1.2351], [-1.8851, -3.1256, -0.8825], [2.9326, -2.0571, 1.2851], [0.9769, 1.3166, -0.7331], [0.0753, 1.3994, -1.8529], [0.5053, 1.5786, 0.1272], [1.7083, 2.0193, -0.8790], [0.6939, 1.3330, -2.6600], [-0.3846, 2.3061, -1.9563], [-0.0384, -1.0863, -3.6925], [-0.9632, -1.9284, -4.0148], [-2.0719, -1.8039, -3.4614], [-0.7307, -2.6994, -4.7668], [-2.5124, 1.0786, -2.8526], [-1.8974, 1.8345, -5.1767], [-1.3928, 2.2339, -6.5407], [-1.7644, 3.1290, -4.2841], [-0.5289, 1.3781, -4.4522], [-3.4423, 2.0287, -5.1725], [-2.1478, 0.2720, -5.3387], [-2.5049, 0.0233, -0.5775], [-3.8542, 0.2252, -0.8137], [-4.4484, -0.3604, -2.0061], [-5.6792, 0.0148, -2.4335], [-6.3426, 1.0367, -1.7633], [-5.7898, 1.6640, -0.6299], [-4.6113, 1.2149, -0.1118], [-3.9228, -1.1172, -2.5596], [-6.1141, -0.4543, -3.2996], [-7.3059, 1.3711, -2.1210], [-6.2922, 2.5012, -0.1711], [-4.2756, 1.6772, 0.8062]],
  "forces_ev_per_a": [[-0.03, 0.09, -0.20], [0.05, -0.04, 0.07], [0.14, -0.69, -0.14], [-0.01, 1.77, 0.29], [-0.08, -0.29, 0.00], [0.14, -0.27, 0.27], [-0.20, -0.40, -0.17], [0.30, 0.13, -0.30], [-0.62, -0.11, -0.27], [0.11, 0.39, 0.03], [0.26, 0.03, 0.11], [-0.18, 0.18, 0.54], [-0.39, 0.09, 0.28], [0.95, 0.00, -0.64], [0.20, -0.69, -0.93], [-1.17, 0.14, 1.03], [0.46, 1.03, 0.39], [-0.52, -0.33, 0.13], [0.27, -0.48, -0.60], [0.02, 0.18, -0.12], [-0.39, -0.28, 0.22], [0.23, 0.36, -0.29], [0.04, 0.13, 0.57], [-0.19, -0.27, 0.14], [-0.02, -0.30, -0.10], [-0.03, -0.34, 0.17], [0.20, -0.35, 0.06], [0.18, 0.35, -0.16], [0.15, 0.68, -0.01], [-0.13, -0.52, -0.10], [0.00, 0.13, 0.00], [0.12, 0.08, 0.03], [-0.11, -0.19, -0.13], [-0.07, -0.08, 0.20], [0.14, -0.04, 0.15], [0.00, -0.32, -0.26], [0.05, 0.01, 0.03], [-0.02, -0.31, -0.36], [0.01, -0.11, -0.08], [0.15, 0.03, 0.00], [-0.02, 0.00, 0.14], [0.18, 0.35, -0.29], [0.15, 0.29, 0.25], [-0.27, 0.11, 0.01], [-0.12, -0.16, 0.09], [-0.13, 0.08, 0.01], [0.35, 0.34, 0.13], [0.14, -0.18, 0.19], [-0.11, -0.05, -0.11], [-0.08, -0.23, 0.13], [-0.02, 0.12, -0.20], [0.00, 0.18, 0.03], [-0.40, -0.23, 0.62], [1.17, -0.37, -1.39], [-0.59, -0.25, 0.90], [-0.29, 0.18, 0.21], [0.41, 0.32, -0.31], [-0.49, -0.05, 0.62], [-0.15, 0.12, 0.07], [-0.07, 0.05, -0.52], [0.49, -0.02, -0.16], [0.24, 0.12, -0.38], [-0.07, 0.27, -0.31], [0.21, -0.12, -0.20], [0.06, -0.32, -0.26], [0.29, 0.04, 0.58], [-0.13, -0.07, -0.12], [-0.14, 0.41, 0.18], [0.02, -0.11, -0.07], [-0.50, 0.15, 0.32], [0.10, -0.21, 0.08], [-0.15, -0.04, -0.11], [-0.11, 0.03, -0.05], [-0.19, -0.05, 0.09], [0.23, -0.08, -0.03]],
  "lowdin_charge": [1.752, -0.022, -0.052, 0.058, -0.020, -0.105, 0.213, -0.207, -0.007, -0.018, 0.026, -0.126, 0.006, -0.288, 0.166, 0.169, -0.309, 0.087, -0.131, 0.020, -0.019, -0.008, -0.229, -0.022, -0.058, -0.088, -0.118, -0.152, 0.187, 0.004, 0.143, 0.146, 0.175, 0.163, 0.127, 0.134, 0.135, 0.105, 0.133, 0.121, 0.126, 0.152, 0.148, 0.142, 0.134, 0.128, 0.035, -0.133, 0.064, 0.126, 0.110, 0.120, -0.127, -0.362, -0.088, 0.189, -0.364, 0.357, 0.060, -0.073, -0.162, -0.039, -0.092, -0.127, -0.201, 0.011, 0.005, 0.078, 0.012, 0.033, 0.096, 0.142, 0.146, 0.138, 0.125],
  "lumo_energy_ev": [-11.898, -11.450],
  "orbital_gap_ev": [3.439, 3.886],
  "homo_ev": [-15.336, -15.336],
  "total_charge": 3,
  "de_lowest_kj_mol": 126.1,
  "spin_multiplicity": 2
}

{
  "formula": "C28H26HgIN6O3",
  "method": "ωB97M-V/def2-TZVPD",
  "symbols": ["Hg", "C", "C", "N", "C", "C", "C", "O", "C", "C", "N", "C", "C", "C", "C", "C", "C", "I", "C", "O", "H", "H", "H", "H", "H", "H", "H", "H", "H", "H", "H", "H", "C", "C", "O", "N", "C", "C", "C", "C", "C", "C", "N", "H", "H", "H", "H", "H", "H", "H", "H", "H", "H", "N", "C", "C", "C", "C", "C", "N", "C", "H", "H", "H", "H"],
  "coordinates": [[-1.0032, -0.6355, 0.3776], [3.9132, 1.3276, 0.4448], [3.7098, -0.0568, -0.0515], [4.7957, -0.7256, -0.4024], [4.7280, -1.9894, -0.7672], [3.5367, -2.7059, -0.7387], [3.5912, -4.1557, -1.1370], [2.6184, -4.4459, -2.1584], [2.3715, -2.1097, -0.2216], [1.2224, -2.9253, -0.0944], [-0.0558, -2.6169, -0.1844], [-0.9450, -3.5079, -0.7672], [-0.7948, -3.8366, -2.1158], [-1.6911, -4.7323, -2.7523], [-2.7546, -5.2783, -2.0231], [-2.8884, -4.9608, -0.6574], [-2.0110, -4.0673, -0.0138], [-2.4059, -3.3768, 1.9859], [2.3501, -0.6568, -0.0926], [1.3222, 0.0763, 0.0718], [4.8111, 1.7396, -0.0459], [4.0393, 1.3809, 1.5525], [3.0393, 1.9530, 0.1989], [5.6040, -2.4671, -1.1868], [3.4966, -4.8458, -0.2418], [4.6243, -4.2348, -1.5794], [2.4331, -5.3960, -2.1778], [1.3893, -4.0363, -0.0984], [0.0324, -3.3926, -2.6263], [-1.5415, -5.0693, -3.7821], [-3.4720, -5.9264, -2.5058], [-3.7085, -5.4019, -0.1018], [0.6926, 0.9814, 4.2770], [0.0145, 1.6512, 3.0570], [-0.6616, 1.0077, 2.2227], [0.1078, 2.9766, 2.9496], [-0.6712, 3.6878, 1.9434], [0.0135, 3.8263, 0.5618], [1.4062, 3.9496, 0.4032], [1.9157, 4.1333, -0.8908], [1.0443, 4.2255, -1.9750], [-0.3361, 4.1764, -1.7065], [-0.8032, 4.0555, -0.4828], [-0.0410, 0.9243, 5.1460], [1.6055, 1.5277, 4.6178], [0.9657, -0.0189, 3.9881], [0.7530, 3.5505, 3.5504], [-0.8488, 4.7145, 2.3343], [-1.6014, 3.1502, 1.7583], [2.0746, 3.8761, 1.2624], [2.9923, 4.2266, -1.0749], [1.3982, 4.3159, -2.9635], [-1.0906, 4.2576, -2.4587], [-5.8235, 3.5148, 2.2892], [-5.2049, 2.9055, 1.5194], [-4.5130, 2.1320, 0.5706], [-4.9660, 2.1654, -0.7797], [-4.1448, 1.6180, -1.7525], [-2.9572, 0.9959, -1.3612], [-2.6515, 0.8325, -0.0550], [-3.4140, 1.3937, 0.9355], [-5.8844, 2.7199, -1.0683], [-4.4006, 1.7301, -2.8114], [-2.2776, 0.6180, -2.0778], [-3.0491, 1.2546, 1.9639]],
  "forces_ev_per_a": [[0.52, -0.40, 0.29], [-0.27, 1.00, 0.01], [-0.07, -1.28, -0.20], [-0.27, 1.67, 0.79], [-1.50, -1.50, -1.01], [0.97, -0.34, 0.96], [1.05, -0.34, -0.16], [0.07, -0.15, 0.37], [-0.26, 1.82, -0.05], [-2.02, -1.67, -1.11], [2.22, 0.23, -0.43], [-0.61, -0.94, 1.24], [-1.07, -1.09, -0.15], [0.24, 0.21, 0.76], [0.82, 0.64, 0.57], [0.09, 0.44, 0.04], [-0.42, -0.04, -0.90], [0.17, -0.74, -0.85], [0.57, -0.09, 0.39], [0.59, -0.46, 0.14], [-0.31, -0.10, 0.38], [-0.01, -0.19, -0.68], [0.37, -0.29, 0.10], [0.21, 0.13, 0.08], [0.04, 0.64, -1.01], [-0.89, -0.57, 0.49], [0.20, 0.31, 0.07], [0.15, 0.98, -0.06], [0.37, 0.09, -0.36], [0.01, 0.45, 0.29], [0.03, -0.12, 0.09], [0.05, 0.10, 0.03], [-0.54, 0.92, 0.32], [-0.43, -1.67, -0.16], [0.87, 1.05, 1.88], [0.94, 1.87, 0.55], [0.63, 0.56, -0.73], [0.68, 1.16, -0.34], [-0.48, -0.31, -0.21], [-0.14, 0.20, -0.04], [-0.88, -0.33, 1.43], [1.45, 0.17, 0.42], [-0.62, -1.03, 1.31], [0.85, 0.14, -1.17], [-0.76, -0.33, -0.29], [0.08, -0.36, -0.05], [-1.17, -1.28, -0.85], [-0.16, -0.70, -0.29], [0.02, 0.27, 0.26], [-0.17, -0.07, -0.28], [-0.43, -0.13, 0.24], [0.38, 0.14, -0.95], [-0.19, 0.16, -0.62], [0.82, -0.61, -0.88], [-1.56, 1.03, 1.87], [-0.49, -0.21, -1.14], [0.38, 0.48, -0.06], [-0.22, 0.12, -0.05], [-1.38, 0.57, 1.82], [-1.08, 1.57, -0.27], [1.21, -0.77, -1.64], [0.77, -0.51, 0.45], [0.12, -0.19, 0.43], [0.72, -0.42, -0.51], [-0.26, 0.11, -0.58]],
  "lowdin_charge": [1.051, -0.046, -0.252, 0.091, -0.139, -0.178, -0.216, -0.079, -0.096, -0.059, -0.118, -0.407, -0.016, -0.070, -0.099, -0.151, -0.599, 0.782, -0.295, -0.154, 0.082, 0.091, 0.033, 0.100, 0.138, 0.116, 0.092, 0.141, 0.105, 0.103, 0.096, 0.086, 0.013, -0.491, -0.122, 0.057, -0.098, -0.234, -0.030, -0.069, -0.049, -0.141, 0.094, 0.106, 0.084, 0.069, 0.174, 0.139, 0.092, 0.107, 0.114, 0.085, 0.095, 0.167, -0.192, -0.223, 0.002, -0.047, -0.131, -0.086, -0.080, 0.135, 0.114, 0.090, 0.122],
  "lumo_energy_ev": [-0.406, -0.222],
  "orbital_gap_ev": [4.480, 6.804],
  "homo_ev": [-4.886, -7.027],
  "spin_multiplicity": 2
}

{
  "formula": "C28H26IIrN7O2S3",
  "method": "ωB97M-V/def2-TZVPD",
  "symbols": ["Ir", "C", "S", "C", "S", "N", "N", "C", "C", "C", "C", "C", "C", "N", "H", "H", "H", "H", "H", "H", "H", "H", "C", "C", "N", "C", "C", "C", "O", "C", "C", "N", "C", "C", "C", "C", "C", "C", "I", "C", "O", "H", "H", "H", "H", "H", "H", "H", "H", "H", "H", "H", "H", "N", "C", "S", "C", "C", "C", "N", "C", "C", "H", "H", "H", "H", "H", "H"],
  "coordinates": [[1.3618, -0.0423, -0.3079], [1.4221, -0.3975, 5.5161], [1.1324, 1.3493, 5.1771], [1.2344, 1.3276, 3.3916], [-0.3978, 1.5420, 3.0037], [2.3589, 1.1927, 2.8065], [2.3475, 1.2154, 1.4206], [3.1778, 2.0392, 0.9108], [3.3132, 2.1492, -0.5357], [4.1863, 3.0602, -1.1066], [4.2914, 3.1209, -2.4897], [3.5196, 2.2663, -3.2565], [2.6673, 1.3777, -2.6193], [2.5668, 1.3236, -1.2947], [1.4144, -0.4997, 6.5997], [2.3914, -0.6940, 5.1229], [0.6162, -0.9939, 5.0923], [3.7919, 2.6670, 1.5485], [4.7740, 3.7082, -0.4709], [4.9690, 3.8219, -2.9573], [3.5701, 2.2744, -4.3357], [2.0474, 0.6900, -3.1781], [0.1994, 4.6562, 0.7799], [-0.9568, 3.9379, 0.1657], [-2.1002, 4.5160, 0.0342], [-3.1428, 3.8665, -0.5767], [-3.0651, 2.6232, -1.1135], [-4.2382, 2.0338, -1.8575], [-4.6315, 0.7573, -1.3664], [-1.8167, 1.9041, -1.0015], [-1.6826, 0.6454, -1.5435], [-0.6015, -0.1913, -1.5422], [-0.7878, -1.3819, -2.1159], [-1.8372, -1.7421, -3.0127], [-1.8400, -2.9623, -3.6104], [-0.8353, -3.9648, -3.3774], [0.1184, -3.7346, -2.4712], [0.1752, -2.4587, -1.7053], [3.4344, -1.5747, -0.1846], [-0.7385, 2.5547, -0.3020], [0.3715, 2.0160, -0.1037], [-0.0887, 5.6830, 0.9860], [1.0618, 4.6426, 0.1092], [0.4987, 4.1706, 1.7110], [-4.0551, 4.4479, -0.6300], [-3.9752, 1.8874, -2.9079], [-5.0694, 2.7412, -1.8383], [-5.1742, 0.8697, -0.5795], [-2.5850, 0.2285, -1.9641], [-2.6121, -1.0403, -3.2825], [-2.6304, -3.1883, -4.3163], [-0.8695, -4.8826, -3.9478], [0.8942, -4.4604, -2.2602], [-1.5829, -5.2999, 3.5402], [-1.2743, -5.1697, 2.2398], [-1.5856, -6.5466, 1.2443], [-0.7141, -3.9841, 1.6972], [-0.2309, -2.9253, 2.5055], [0.2902, -1.8019, 1.9254], [0.3647, -1.6189, 0.5937], [-0.0246, -2.6491, -0.2014], [-0.5713, -3.7976, 0.3014], [-1.8632, -6.1864, 3.9235], [-1.7423, -4.4848, 4.1078], [-0.2124, -3.0005, 3.5844], [0.6920, -1.0036, 2.5291], [1.1998, -2.0726, -1.8186], [-0.9206, -4.5573, -0.3848]],
  "forces_ev_per_a": [[0.30, 0.01, -0.11], [-0.01, 0.00, 0.05], [0.04, -0.02, -0.18], [0.05, 0.13, 0.24], [-0.01, -0.01, -0.13], [-0.08, -0.14, 0.01], [0.11, 0.24, -0.01], [-0.12, -0.13, 0.14], [0.10, 0.09, -0.23], [-0.06, -0.04, 0.02], [-0.02, -0.02, 0.02], [-0.02, -0.02, 0.01], [0.06, 0.09, -0.08], [-0.11, -0.06, 0.03], [0.00, -0.02, -0.01], [-0.01, 0.00, -0.01], [0.02, -0.02, 0.01], [0.01, 0.01, 0.03], [0.00, -0.01, 0.00], [0.00, 0.00, 0.00], [0.00, 0.00, 0.00], [0.00, -0.01, -0.01], [-0.04, 0.02, 0.05], [-0.01, -0.09, -0.08], [0.53, 0.06, 0.17], [-0.30, -0.54, -0.33], [-0.39, 0.40, 0.08], [-0.01, 0.13, 0.04], [0.03, -0.06, -0.03], [0.29, -0.40, -0.06], [-0.11, 0.50, 0.21], [0.10, -0.14, -0.06], [0.00, -0.10, 0.03], [-0.02, 0.08, -0.08], [-0.02, 0.11, 0.07], [0.11, -0.08, 0.01], [-0.06, 0.05, 0.03], [-0.09, 0.05, -0.07], [-0.02, 0.02, -0.03], [0.11, -0.05, -0.21], [-0.25, 0.12, 0.34], [0.01, 0.00, 0.01], [-0.02, 0.00, 0.01], [0.02, 0.00, 0.01], [-0.03, -0.09, -0.05], [-0.01, -0.03, 0.00], [0.02, -0.01, 0.01], [0.00, 0.03, 0.00], [-0.07, 0.08, 0.02], [0.04, -0.02, -0.03], [0.00, 0.03, 0.00], [0.03, -0.01, 0.03], [-0.01, 0.00, 0.00], [-0.03, 0.11, 0.34], [0.33, 0.43, -0.60], [-0.06, -0.11, -0.05], [-0.22, -0.39, 0.36], [0.11, 0.18, 0.09], [-0.11, -0.14, 0.27], [0.02, 0.04, -0.08], [-0.13, -0.33, 0.11], [0.00, 0.11, -0.28], [0.01, -0.05, 0.01], [-0.07, 0.00, 0.04], [0.00, 0.02, -0.02], [-0.02, 0.00, 0.01], [0.01, 0.01, -0.06], [0.04, 0.00, -0.02]],
  "lowdin_charge": [1.061, -0.342, 0.918, -1.151, 0.775, 0.000, -0.098, -0.073, -0.268, 0.031, -0.001, -0.004, -0.096, -0.137, 0.050, 0.054, 0.031, 0.153, 0.134, 0.130, 0.126, 0.120, -0.008, -0.251, 0.156, -0.056, -0.142, -0.193, -0.057, -0.058, 0.015, 0.025, -0.168, 0.020, 0.026, -0.032, -0.011, -0.223, 0.482, -0.268, -0.134, 0.094, 0.085, 0.064, 0.125, 0.133, 0.130, 0.105, 0.096, 0.118, 0.133, 0.126, 0.142, 0.110, -0.709, 0.901, -0.223, 0.013, -0.133, -0.156, -0.247, 0.022, 0.109, 0.114, 0.109, 0.056, 0.056, 0.090],
  "lumo_energy_ev": [-7.061, -7.626],
  "orbital_gap_ev": [4.630, 5.550],
  "homo_ev": [-11.690, -13.175],
  "total_charge": 2,
  "de_lowest_kj_mol": 142.9,
  "spin_multiplicity": 6
}

We obtain E values of -2873.8187, -2087.8393, -3212.2661 a.u. for the records listed above, in that order.
We obtain F_max values of 1.85, 2.84, 0.81 eV Å⁻¹ for the records listed above, in that order.